Below is 23 unconnected molecules or ions with the total composition C85H145N23O15 at a distorted geometry, with properties calculated with ωB97M-V with the def2-TZVPD basis set.

Computed properties:
calculated total energy: -155485.28854 eV
HOMO energy: -8.5 eV
max |F|: 3.9 eV/A
gap between HOMO and LUMO: 8.82 eV

```
268
Properties=species:S:1:pos:R:3:mulliken_charge:R:1
C -19.1804 12.1902 16.4510 0.777
C -17.6746 12.4107 16.1988 -0.025
O -17.0356 11.8208 15.3187 -0.922
N -17.1237 13.3188 17.1012 1.813
C -15.7635 13.8147 17.0347 0.121
H -19.4575 11.1821 16.1678 0.604
H -19.8228 12.9000 15.8249 -0.518
H -19.4855 12.4111 17.4510 -0.927
H -17.6958 13.7807 17.7315 -0.308
H -15.2270 13.5082 16.1495 0.705
H -15.2033 13.5008 17.8764 -0.217
H -15.7676 14.9041 16.9676 -1.212
C -18.0266 8.8123 14.5234 -0.803
C -16.6945 8.8583 13.8083 0.817
O -15.9900 7.8715 13.6445 -0.722
N -16.4228 10.0749 13.3202 0.179
C -15.2466 10.1753 12.4492 -0.883
H -18.1852 7.9291 15.0936 0.374
H -18.7931 8.8750 13.7792 0.245
H -18.2271 9.6390 15.1758 -0.131
H -16.8731 10.9645 13.7263 0.230
H -14.3362 10.1834 13.0100 0.270
H -15.2821 11.2489 12.0450 0.277
H -15.2817 9.3977 11.6799 0.305
C -27.8763 20.2725 17.3947 -1.369
C -26.6113 19.8017 18.0813 0.715
O -25.9394 20.4708 18.8414 -0.624
N -26.1404 18.5543 17.6938 0.364
C -26.5368 17.8108 16.5003 -1.151
H -28.0565 19.7963 16.4304 0.408
H -27.7039 21.3163 17.3063 0.387
H -28.7512 20.0700 18.1021 0.220
H -25.1496 18.4456 17.9921 0.003
H -26.3459 18.4923 15.7195 0.452
H -27.5730 17.4835 16.5559 0.299
H -25.9038 16.9665 16.5348 0.364
C -11.8116 12.9895 20.0890 -1.106
C -13.2374 13.4414 20.1672 -0.101
O -13.6274 14.3024 19.3816 0.299
N -14.1331 12.7772 20.9637 0.238
C -15.5225 13.0280 20.8418 1.332
H -11.5995 12.1291 20.6863 0.461
H -11.1395 13.7984 20.4172 0.141
H -11.8029 12.6772 19.0145 0.211
H -13.7935 11.9679 21.4420 0.312
H -15.7949 13.2860 19.8356 -0.766
H -15.8002 13.8887 21.4141 -0.916
H -16.0826 12.1547 21.2091 0.333
C -26.6949 17.9225 21.2586 -0.991
C -25.7333 16.7726 21.4020 0.719
O -26.0237 15.6913 21.8483 -0.656
N -24.4562 17.0482 20.9035 0.453
C -23.4253 16.0924 21.0456 -0.448
H -26.9250 18.4035 22.1734 0.332
H -27.6040 17.4975 20.7961 0.310
H -26.3056 18.6385 20.5597 -0.018
H -24.4645 17.9230 20.4101 0.098
H -23.7937 15.2021 21.4696 0.270
H -22.6722 16.3288 21.7695 0.153
H -22.8710 15.9092 20.0756 -0.261
C -14.3154 17.3035 18.5398 1.017
C -14.0879 18.2231 17.2943 -0.051
O -14.9223 18.3109 16.4060 -0.593
N -12.9686 18.9393 17.3388 0.497
C -12.6556 19.9006 16.2897 -0.961
H -15.0449 17.8546 19.1805 -0.341
H -13.4055 17.2330 19.1124 -0.035
H -14.6661 16.2871 18.1642 -0.310
H -12.3278 18.8901 18.1642 0.330
H -12.4645 19.2793 15.3505 0.169
H -11.7561 20.4194 16.5896 0.420
H -13.4423 20.5829 15.9925 0.255
C -18.3387 16.2718 16.3663 1.396
C -17.8827 15.7611 15.0043 -0.384
O -18.5275 14.9516 14.3173 -0.625
N -16.7000 16.2516 14.6624 1.060
C -16.1435 16.0088 13.3844 -1.190
H -19.2867 15.8789 16.5683 0.187
H -18.2697 17.3790 16.5396 -0.480
H -17.6566 15.8584 17.0702 -0.574
H -16.1563 16.7675 15.2909 -0.341
H -16.9552 16.2993 12.7131 0.373
H -15.8131 14.9822 13.2462 0.183
H -15.3196 16.6783 13.1635 0.362
C -25.4599 14.7477 18.3279 0.001
C -24.3811 13.7610 17.8602 0.514
O -23.7848 13.7996 16.7748 -0.631
N -23.9229 12.9098 18.8066 -0.081
C -22.7495 12.0953 18.6509 -1.136
H -24.9909 15.7509 18.2305 -0.596
H -25.6617 14.6281 19.3751 0.158
H -26.2358 14.7592 17.5606 0.518
H -24.3448 12.7622 19.7492 0.285
H -22.5542 11.5501 19.5580 0.406
H -21.7823 12.5655 18.3790 0.079
H -22.9210 11.2827 17.9622 0.534
C -17.6532 12.9835 23.9340 -0.178
C -16.8187 14.2752 23.9790 0.264
O -17.0149 15.1535 23.1216 -0.212
N -16.0911 14.5225 25.0850 0.250
C -16.0514 13.7511 26.3234 -0.998
H -18.4907 13.0246 24.7075 0.034
H -17.0917 12.0278 24.1431 0.510
H -18.0043 12.8492 22.9270 -0.686
H -15.5809 15.3517 25.0879 0.295
H -15.1738 14.0315 26.8798 0.414
H -16.1340 12.6286 26.1269 0.236
H -16.9571 14.0659 26.8666 0.274
C -22.0258 14.8286 25.1170 -0.713
C -22.0508 13.5468 24.2506 0.241
O -21.0393 12.9510 23.9166 -0.480
N -23.2273 13.1093 23.7307 0.080
C -24.6173 13.5372 24.0941 -0.890
H -22.1482 14.5669 26.1497 0.456
H -22.8153 15.5755 24.9390 0.553
H -21.0188 15.2249 25.0113 -0.334
H -23.1243 12.1913 23.2923 0.259
H -24.4681 14.1345 25.0480 0.278
H -25.1699 12.6535 24.3573 0.378
H -25.0491 14.1267 23.3219 0.235
C -20.2114 14.2978 21.0569 0.695
C -19.2915 14.8441 20.0463 0.674
O -19.2653 14.4882 18.8698 -0.766
N -18.4018 15.7474 20.4529 1.818
C -17.1419 16.2237 19.9023 -0.568
H -20.4215 14.9765 21.9099 -0.493
H -19.7224 13.3729 21.3977 -0.921
H -21.1236 14.1314 20.5504 0.198
H -18.4139 16.0675 21.3658 -0.761
H -17.2909 17.0402 19.1926 0.393
H -16.6760 15.5353 19.2640 -0.142
H -16.5262 16.4654 20.6864 0.036
C -13.3744 18.8852 25.8601 -1.389
C -13.7204 17.6793 25.0463 0.584
O -14.3588 16.7676 25.5493 -0.723
N -13.2287 17.6148 23.7933 0.341
C -13.5614 16.5877 22.8353 -1.080
H -12.3328 18.7885 26.1164 0.386
H -14.0475 18.8494 26.7311 0.346
H -13.4541 19.8459 25.3609 0.362
H -12.7779 18.4307 23.4219 -0.048
H -12.7272 16.4193 22.1797 0.279
H -14.4263 16.8571 22.2294 0.289
H -13.7717 15.6272 23.2957 0.375
C -16.4562 19.9102 22.9949 -0.240
C -15.5415 20.1485 21.8584 0.300
O -14.3501 19.9143 21.9023 -0.543
N -16.1184 20.6791 20.7382 0.188
C -15.2132 20.8906 19.5993 -1.074
H -16.5266 20.9176 23.3832 0.442
H -15.8527 19.3907 23.7277 -0.083
H -17.4968 19.5840 22.7100 0.038
H -17.0785 20.5109 20.5116 0.515
H -14.5597 20.0407 19.3983 0.146
H -14.6795 21.8497 19.7145 0.319
H -15.8798 20.9631 18.7580 0.347
C -20.9514 13.6549 28.9110 -1.369
C -20.2587 12.7450 27.9112 0.730
O -19.2230 13.0674 27.4216 -0.468
N -20.7651 11.4783 27.7264 -0.222
C -20.3379 10.7119 26.5004 -0.832
H -20.2627 14.4532 29.1752 0.285
H -21.1147 13.0711 29.8854 0.385
H -21.9410 13.9715 28.6966 0.360
H -21.6817 11.1686 28.0456 0.252
H -20.7448 9.7022 26.7087 0.413
H -19.2902 10.6155 26.4803 0.262
H -20.8825 11.0463 25.6232 0.210
C -20.8928 17.3559 18.2694 -0.138
C -22.0564 18.3451 17.9915 -0.382
O -23.1534 18.2459 18.5487 -0.304
N -21.7940 19.4222 17.2752 0.655
C -22.6123 20.5746 17.0553 -0.744
H -20.9022 16.5253 17.6274 1.448
H -21.0466 16.9963 19.2533 -1.125
H -19.9395 17.8166 18.3217 0.002
H -20.8160 19.4951 16.8592 0.201
H -22.5865 20.7018 15.9405 0.400
H -22.3337 21.5439 17.5026 0.279
H -23.7106 20.3529 17.2991 -0.087
N -12.7513 10.1456 18.5992 -0.291
C -12.2291 9.0725 18.0026 -0.510
C -12.7147 8.3776 16.8879 -0.623
C -13.8001 9.0136 16.2973 -0.395
C -14.3152 10.2162 16.7873 0.283
C -13.8415 10.7042 18.0034 -0.432
H -11.2952 8.6819 18.4936 0.305
H -12.2002 7.4905 16.4800 0.399
H -14.2464 8.6245 15.3953 0.275
H -14.9673 10.7936 16.1908 0.553
H -14.1414 11.6604 18.3454 0.386
N -19.2594 20.1488 15.9486 -0.348
C -19.8467 20.4948 14.8112 -0.126
C -19.2092 20.3735 13.6106 -0.773
C -17.8650 20.0029 13.5970 -0.424
C -17.2066 19.8267 14.7847 -0.634
C -17.9193 19.9048 15.9601 -1.048
H -20.8964 20.7294 14.7667 0.125
H -19.7997 20.3830 12.7013 0.393
H -17.4596 19.8514 12.6431 0.486
H -16.1398 19.6398 14.7848 0.463
H -17.3524 19.6892 16.8595 1.251
N -21.5784 10.1424 13.4930 -0.610
C -21.9335 11.1722 14.2213 -0.165
C -21.5950 12.5461 13.9582 -0.344
C -20.6786 12.7436 12.9590 -0.031
C -20.4001 11.7285 12.1047 -0.406
C -20.8482 10.4072 12.3870 -0.480
H -22.4890 10.8993 15.1285 0.460
H -21.8780 13.2627 14.7451 0.427
H -20.1782 13.6607 12.7962 0.468
H -19.7677 11.9748 11.2726 0.420
H -20.5969 9.5598 11.7077 0.357
N -11.2267 18.3794 19.7569 -0.255
C -11.3694 19.0406 20.8760 -0.265
C -10.4851 18.8641 21.9270 -0.804
C -9.5075 17.8504 21.8219 -0.278
C -9.4517 17.0755 20.6476 -0.787
C -10.3063 17.3993 19.6021 -0.287
H -12.2526 19.6172 21.0502 0.585
H -10.6073 19.5344 22.7661 0.525
H -8.7595 17.6383 22.5825 0.412
H -8.7462 16.2653 20.5639 0.462
H -10.2723 16.8761 18.5998 0.350
N -16.9351 9.1249 20.8343 -0.698
C -17.9063 9.6728 21.6149 -0.462
C -18.8325 10.6109 21.1137 -0.359
C -18.7443 10.8945 19.7307 -0.258
C -17.7314 10.3958 18.9439 0.407
C -16.7887 9.5438 19.5890 -0.586
H -17.9580 9.3854 22.6948 0.369
H -19.6406 10.9874 21.8345 0.261
H -19.4986 11.5075 19.3588 0.592
H -17.6385 10.6770 17.9128 0.267
H -15.9509 9.1691 18.9971 0.631
N -20.3350 17.7461 23.9645 0.314
C -20.6751 18.8450 24.5886 -0.488
C -19.9729 19.3043 25.6663 -0.691
C -18.7748 18.6897 26.0649 -0.517
C -18.3589 17.5221 25.4069 -0.767
C -19.1910 17.1381 24.3370 0.329
H -21.5424 19.3501 24.1032 0.353
H -20.2231 20.2869 26.1137 0.335
H -18.2968 19.1499 26.9118 0.464
H -17.4887 16.8971 25.6714 0.314
H -18.9451 16.1503 23.8019 0.146
N -18.9126 20.4379 20.0811 -0.766
C -19.0708 19.2374 20.6607 -0.261
C -20.3125 18.8408 21.1479 1.276
C -21.4639 19.6031 20.9203 -0.585
C -21.2994 20.7635 20.2025 -0.745
C -20.0073 21.2412 19.9258 -1.109
H -18.1999 18.6771 20.8785 0.526
H -20.4767 17.9227 21.7478 -0.301
H -22.3930 19.2283 21.3042 0.772
H -22.1395 21.4539 19.9573 0.478
H -19.8705 22.1959 19.3760 0.320
N -12.0725 14.5144 13.5481 -0.599
C -12.0444 13.3052 14.0098 -0.634
C -12.1977 12.9771 15.3612 -0.525
C -12.2736 14.0479 16.2520 -0.271
C -12.2999 15.3802 15.7791 0.085
C -12.1378 15.5178 14.4003 -0.531
H -11.8166 12.5468 13.2577 0.418
H -12.1589 12.0471 15.8253 0.595
H -12.4177 13.7781 17.3488 0.488
H -12.5293 16.2274 16.4735 0.370
H -12.0633 16.5394 13.9921 0.325
```